112
Properties=species:S:1:pos:R:3:mulliken_charge:R:1 method="wB97M-V/def2-TZVPD" e_homo_ev=-9.078 gap_ha=0.3295 e_tot_ha=-3637.02018 e_lumo_ev=-0.11
C -0.214 10.409 -6.969 -0.734
C -0.896 11.166 -5.887 0.349
N -1.426 11.809 -5.072 -0.356
H -0.518 9.366 -7.055 0.257
H 0.867 10.453 -6.833 0.246
H -0.445 10.756 -7.976 0.239
C 8.289 12.930 -10.094 -0.704
C 9.535 13.635 -9.534 0.251
N 10.460 14.200 -9.220 -0.316
H 8.433 12.488 -11.080 0.275
H 7.486 13.660 -10.196 0.235
H 7.882 12.261 -9.335 0.260
C -2.773 21.388 -14.818 -0.932
S -4.068 21.045 -16.072 0.505
O -3.649 21.986 -17.217 -0.619
C -5.431 21.847 -15.083 -0.876
H -1.789 20.945 -14.975 0.337
H -3.064 21.034 -13.829 0.314
H -2.456 22.426 -14.717 0.337
H -5.345 22.933 -15.056 0.307
H -5.394 21.409 -14.086 0.293
H -6.445 21.590 -15.391 0.335
C 2.060 6.856 -11.426 -0.892
S 2.987 5.261 -11.241 0.501
O 4.472 5.548 -11.153 -0.609
C 2.588 4.947 -9.465 -0.915
H 2.339 7.531 -10.617 0.285
H 0.989 6.664 -11.368 0.337
H 2.215 7.453 -12.325 0.332
H 3.148 5.534 -8.737 0.326
H 2.816 3.922 -9.172 0.317
H 1.536 5.114 -9.233 0.320
C -0.965 14.941 -11.645 -0.873
S 0.275 14.084 -12.703 0.497
O 1.193 13.185 -11.840 -0.611
C -0.914 13.031 -13.599 -0.927
H -0.381 15.587 -10.988 0.298
H -1.544 14.186 -11.113 0.288
H -1.686 15.536 -12.205 0.344
H -1.459 12.395 -12.901 0.318
H -0.248 12.442 -14.229 0.295
H -1.667 13.475 -14.250 0.370
C 3.413 16.284 -6.080 -0.951
S 4.330 15.620 -4.596 0.482
O 4.414 14.088 -4.756 -0.602
C 5.930 16.316 -5.230 -0.864
H 2.395 15.896 -6.061 0.339
H 3.727 15.836 -7.023 0.311
H 3.347 17.372 -6.111 0.350
H 6.665 15.931 -4.523 0.310
H 5.901 17.403 -5.153 0.343
H 6.196 16.006 -6.241 0.281
C -2.877 20.823 -7.242 -1.014
C -4.071 21.201 -8.132 0.715
O -4.699 20.383 -8.811 -0.564
C -4.564 22.635 -8.106 -0.977
H -2.336 19.960 -7.630 0.326
H -3.113 20.425 -6.254 0.289
H -2.167 21.643 -7.139 0.311
H -4.554 23.081 -7.111 0.335
H -5.625 22.648 -8.354 0.318
H -4.020 23.244 -8.828 0.260
C -7.310 14.721 -13.470 -1.074
C -8.448 14.490 -12.513 0.743
O -9.368 13.811 -12.813 -0.516
C -8.411 15.037 -11.117 -0.891
H -7.104 15.732 -13.824 0.306
H -7.403 14.156 -14.398 0.324
H -6.444 14.217 -13.040 0.271
H -8.583 16.113 -11.073 0.287
H -7.402 14.773 -10.802 0.278
H -9.191 14.497 -10.581 0.273
C 4.925 19.111 -11.689 -1.005
C 4.326 20.104 -10.773 0.808
O 3.159 20.452 -10.958 -0.579
C 5.239 20.637 -9.684 -1.022
H 5.243 18.205 -11.172 0.319
H 5.718 19.636 -12.222 0.307
H 4.149 18.801 -12.388 0.278
H 4.775 21.425 -9.091 0.278
H 6.091 21.048 -10.226 0.317
H 5.574 19.785 -9.093 0.298
C 0.263 5.887 -19.537 -0.983
C 0.738 6.694 -18.344 0.783
O -0.048 7.147 -17.550 -0.559
C 2.210 7.049 -18.323 -1.065
H 0.822 6.279 -20.387 0.302
H -0.794 6.090 -19.713 0.311
H 0.340 4.806 -19.422 0.284
H 2.872 6.183 -18.363 0.324
H 2.496 7.732 -17.524 0.309
H 2.383 7.625 -19.232 0.295
C -3.704 11.376 -23.304 -0.985
C -2.666 10.798 -22.330 0.823
O -1.665 10.120 -22.735 -0.581
C -2.713 11.225 -20.873 -1.042
H -4.538 10.675 -23.334 0.272
H -3.397 11.539 -24.337 0.320
H -4.061 12.285 -22.821 0.290
H -2.961 12.283 -20.783 0.309
H -1.837 10.920 -20.302 0.294
H -3.592 10.767 -20.420 0.301
C -0.113 17.620 -20.665 -0.919
C 0.230 16.674 -19.544 0.697
O -0.595 16.483 -18.640 -0.576
C 1.610 16.077 -19.454 -0.987
H -0.592 18.577 -20.455 0.323
H -0.799 17.049 -21.291 0.258
H 0.778 17.834 -21.255 0.290
H 2.266 16.921 -19.241 0.282
H 1.905 15.468 -20.309 0.337
H 1.574 15.308 -18.683 0.294


107
Properties=species:S:1:pos:R:3:mulliken_charge:R:1 method="wB97M-V/def2-TZVPD" e_homo_ev=-9.304 total_charge=+1 gap_ha=0.2345 e_tot_ha=-2380.95924 e_lumo_ev=-2.92
C 7.810 0.261 2.195 -0.132
C 7.388 1.395 2.295 -0.456
C 6.805 2.817 2.295 -0.751
C 5.766 2.836 1.091 0.251
C 4.691 3.970 1.215 -1.190
C 3.198 3.417 1.198 -0.278
C 2.934 2.480 -0.012 -0.901
N 1.709 1.611 0.080 0.188
C 1.143 1.459 1.455 -1.632
C 2.236 1.573 2.597 1.253
C 3.227 0.363 2.457 -0.242
C 2.487 -1.034 2.477 -1.280
N 2.372 -1.493 1.070 -0.390
N 1.426 1.527 3.853 -0.798
C 2.052 1.145 4.846 0.445
S 2.834 1.029 6.227 -0.213
N 2.899 2.888 2.560 0.642
P 2.009 4.132 3.379 0.287
O 0.666 4.439 2.794 -0.613
H 8.252 -0.735 2.278 0.445
H 6.264 2.917 3.264 0.299
H 7.611 3.568 2.158 0.411
H 6.374 3.062 0.177 0.371
H 5.339 1.807 1.053 -0.428
H 4.801 4.457 2.219 0.380
H 4.765 4.774 0.448 0.508
H 2.562 4.334 1.051 0.740
H 3.784 1.806 -0.284 0.020
H 2.800 3.137 -0.909 0.473
H 0.998 1.946 -0.585 0.474
H 1.954 0.660 -0.255 0.483
H 0.352 2.246 1.564 0.661
H 0.587 0.491 1.511 0.032
H 4.077 0.419 3.184 0.746
H 3.723 0.401 1.449 -0.351
H 3.103 -1.719 3.116 0.324
H 1.489 -0.954 2.963 0.548
H 3.301 -1.766 0.740 0.171
H 1.765 -2.318 1.069 0.289
H 1.901 3.862 4.767 0.096
H 2.833 5.298 3.271 0.124
C -5.146 -2.500 -1.372 -1.382
C -4.471 -1.588 -0.358 -0.367
N -3.039 -1.810 -0.210 0.137
C -2.467 -1.101 0.923 -0.794
C -2.478 0.431 0.891 -0.681
C -2.257 -1.753 -1.437 -0.643
C -2.291 -0.453 -2.246 -0.738
H -5.002 -3.552 -1.118 0.344
H -6.220 -2.303 -1.385 0.350
H -4.777 -2.332 -2.385 0.311
H -4.951 -1.776 0.608 0.421
H -4.696 -0.545 -0.619 0.267
H -1.435 -1.442 1.072 0.363
H -2.999 -1.422 1.824 0.390
H -1.709 0.828 0.225 -0.078
H -2.261 0.821 1.891 0.389
H -3.444 0.838 0.590 0.395
H -2.585 -2.567 -2.089 0.348
H -1.215 -2.001 -1.207 0.321
H -3.293 -0.027 -2.313 0.227
H -1.951 -0.646 -3.267 0.391
H -1.622 0.302 -1.829 0.052
C 7.606 -3.002 -4.797 -1.438
C 7.146 -1.791 -3.998 -0.287
N 6.292 -2.119 -2.864 0.166
C 5.675 -0.950 -2.261 -0.768
C 6.589 0.082 -1.591 -0.448
C 6.830 -3.092 -1.921 -0.644
C 8.155 -2.757 -1.231 -0.714
H 6.756 -3.574 -5.174 0.332
H 8.196 -2.672 -5.655 0.432
H 8.241 -3.666 -4.208 0.306
H 6.579 -1.151 -4.681 0.419
H 8.030 -1.215 -3.693 0.249
H 4.924 -1.279 -1.531 0.140
H 5.099 -0.435 -3.039 0.393
H 6.942 -0.260 -0.618 -0.080
H 6.032 1.008 -1.416 0.224
H 7.453 0.337 -2.206 0.374
H 6.950 -4.044 -2.445 0.374
H 6.075 -3.302 -1.157 0.261
H 8.885 -2.318 -1.913 0.240
H 8.599 -3.671 -0.826 0.399
H 8.014 -2.078 -0.390 0.027
C -12.005 -0.965 -2.025 -1.453
C -10.684 -1.174 -1.299 -0.243
N -9.977 0.059 -0.985 0.098
C -8.619 -0.168 -0.512 -0.703
C -8.443 -0.904 0.819 -0.638
C -10.736 1.056 -0.241 -0.713
C -11.291 0.653 1.128 -0.955
H -11.861 -0.415 -2.958 0.331
H -12.447 -1.933 -2.270 0.433
H -12.730 -0.427 -1.411 0.309
H -10.048 -1.777 -1.957 0.394
H -10.868 -1.781 -0.403 0.234
H -8.093 0.791 -0.454 0.288
H -8.083 -0.732 -1.284 0.360
H -8.656 -0.258 1.670 0.305
H -7.403 -1.230 0.924 0.064
H -9.068 -1.795 0.891 0.249
H -11.573 1.382 -0.865 0.413
H -10.124 1.956 -0.126 0.342
H -11.716 -0.352 1.129 0.243
H -12.088 1.343 1.418 0.371
H -10.530 0.708 1.905 0.287


136
Properties=species:S:1:pos:R:3:mulliken_charge:R:1 method="wB97M-V/def2-TZVPD" e_homo_ev=-12.675 total_charge=+2 gap_ha=0.2859 e_tot_ha=-5541.41322 e_lumo_ev=-4.90
C 5.831 -4.199 -1.395 -1.135
C 4.490 -4.102 -0.743 0.689
O 3.495 -4.597 -1.143 -0.395
N 4.389 -3.243 0.496 0.058
H 4.132 -3.872 1.264 0.423
H 5.294 -2.834 0.734 0.423
C 3.369 -2.142 0.287 -0.983
H 6.003 -3.549 -2.254 0.301
H 5.969 -5.246 -1.658 0.372
H 6.632 -3.914 -0.705 0.373
H 2.399 -2.532 -0.007 0.097
H 3.869 -1.388 -0.305 0.372
H 3.126 -1.716 1.263 0.364
C 6.877 3.224 2.690 -1.322
C 5.459 2.927 2.368 0.588
O 4.640 3.690 1.976 -0.283
N 4.975 1.520 2.558 0.677
H 4.216 1.323 1.878 0.068
H 5.670 0.801 2.347 0.506
C 4.345 1.371 3.927 -0.788
H 7.626 3.103 1.909 0.331
H 7.123 2.751 3.644 0.369
H 6.932 4.300 2.877 0.382
H 3.858 0.402 3.960 0.267
H 3.598 2.162 3.937 0.372
H 5.112 1.503 4.682 0.383
C 2.853 4.806 -0.923 -0.044
C 2.358 5.962 -0.127 0.296
O 2.846 7.044 -0.196 -0.510
N 1.289 5.725 0.883 0.906
H 0.407 6.242 0.714 0.558
H 0.961 4.749 0.794 -0.497
C 1.842 5.923 2.249 -0.627
H 2.110 3.999 -0.882 -0.221
H 3.778 4.356 -0.564 0.104
H 2.918 5.076 -1.974 0.482
H 2.894 5.639 2.245 0.224
H 1.432 5.263 3.007 0.176
H 1.739 6.969 2.516 0.414
C -2.016 2.025 6.871 -1.117
C -1.630 1.941 5.404 0.596
O -1.966 2.691 4.560 -0.329
N -0.698 0.831 4.974 0.328
H 0.045 1.259 4.383 0.224
H -0.224 0.380 5.755 0.452
C -1.399 -0.142 4.066 -0.966
H -3.071 2.272 6.885 0.332
H -1.389 2.764 7.372 0.341
H -1.784 1.112 7.423 0.350
H -1.635 0.356 3.133 0.102
H -2.278 -0.643 4.463 0.417
H -0.633 -0.891 3.883 0.478
C -2.248 -6.993 -2.745 -1.366
C -1.081 -6.011 -3.004 0.021
C -1.640 -4.697 -3.449 -1.071
N -0.589 -3.668 -3.899 0.584
C -0.026 -4.099 -5.223 -1.259
C 0.524 -3.497 -2.873 -0.363
C 0.844 -2.006 -2.844 0.613
C -0.518 -1.356 -3.127 0.497
C -1.221 -2.287 -4.081 -0.903
H -3.114 -6.771 -3.367 0.347
H -2.581 -6.945 -1.707 0.306
H -1.879 -8.008 -2.871 0.377
H -0.420 -6.452 -3.752 0.399
H -0.493 -5.938 -2.089 0.325
H -2.250 -4.171 -2.713 0.210
H -2.255 -4.773 -4.348 0.608
H 0.510 -5.039 -5.123 0.378
H 0.670 -3.337 -5.565 0.480
H -0.868 -4.225 -5.899 0.394
H 1.357 -4.141 -3.146 0.153
H 0.097 -3.892 -1.952 -0.160
H 1.501 -1.684 -3.652 0.431
H 1.170 -1.610 -1.887 -0.736
H -0.412 -0.384 -3.607 0.796
H -1.056 -1.254 -2.185 -0.815
H -1.012 -2.014 -5.117 0.218
H -2.307 -2.369 -4.089 0.384
C -5.116 3.063 1.640 -1.353
C -4.875 2.175 0.427 0.752
C -5.272 0.720 0.650 -0.908
N -4.992 -0.199 -0.542 0.585
C -3.612 0.053 -1.038 -1.578
C -5.985 0.018 -1.638 -0.647
C -5.901 -1.244 -2.459 -0.577
C -5.731 -2.352 -1.363 -0.708
C -5.187 -1.667 -0.116 0.251
H -4.983 4.110 1.359 0.333
H -4.361 2.931 2.416 0.162
H -6.145 2.988 1.991 0.434
H -3.846 2.276 0.085 -0.452
H -5.486 2.563 -0.396 0.308
H -6.343 0.626 0.822 0.510
H -4.709 0.268 1.468 0.375
H -3.584 0.992 -1.585 0.482
H -3.365 -0.749 -1.731 0.528
H -2.887 0.098 -0.231 0.163
H -5.667 0.880 -2.225 0.433
H -6.976 0.222 -1.239 0.487
H -5.051 -1.272 -3.142 0.104
H -6.774 -1.441 -3.076 0.487
H -5.056 -3.131 -1.715 0.309
H -6.715 -2.818 -1.325 0.331
H -4.181 -2.037 0.066 -0.470
H -5.687 -1.762 0.843 0.524
C 0.054 1.072 0.331 -0.165
F 0.236 -0.215 0.110 0.142
F 0.261 1.742 -0.790 -0.248
F -1.176 1.350 0.728 0.083
S 1.298 1.657 1.594 0.979
O 2.622 1.215 1.193 -0.811
O 1.164 3.100 1.634 -0.803
O 0.948 1.060 2.894 -0.997
C 3.947 1.080 -2.529 0.578
F 2.906 1.374 -1.741 -0.221
F 3.810 -0.200 -2.911 -0.229
F 3.902 1.849 -3.592 -0.215
S 5.548 1.339 -1.576 1.153
O 5.285 0.960 -0.183 -0.612
O 6.524 0.449 -2.161 -0.703
O 5.872 2.738 -1.747 -0.687
P -1.924 4.803 -0.367 1.375
F -0.510 4.419 -1.036 -0.287
F -1.347 6.221 0.204 -0.475
F -2.420 5.517 -1.716 -0.385
F -3.325 5.113 0.400 -0.344
F -2.543 3.396 -0.913 -0.432
F -1.388 4.107 1.019 -0.481
P -1.429 -3.265 0.871 1.442
F -1.960 -2.600 -0.500 -0.450
F -2.964 -3.633 1.327 -0.397
F -1.363 -4.671 -0.001 -0.420
F -0.999 -4.198 2.145 -0.409
F 0.119 -2.999 0.463 -0.407
F -1.540 -1.915 1.722 -0.265